The following is a DFT calculation (the ωB97M-V functional and the def2-TZVPD basis) of the molecule C20H19N3O5.

The geometry in ORCA input format:
```
! RIJCOSX wB97M-V def2-TZVPD def2/J DEFGRID3
* xyz 0 1
C 4.75 -0.33 6.93
O 4.65 0.77 6.06
C 3.84 0.57 4.94
C 2.34 0.53 5.26
N 1.56 0.36 4.04
C 1.10 1.51 3.42
O 1.30 2.62 3.85
N 0.38 1.31 2.27
C 0.09 0.09 1.72
C -0.65 -0.03 0.55
C -0.93 -1.28 0.03
C -0.47 -2.43 0.69
C 0.28 -2.32 1.83
C 0.57 -1.06 2.36
C 1.37 -0.93 3.59
O 1.84 -1.88 4.18
H 0.66 -3.18 2.35
H -0.72 -3.39 0.27
C -1.76 -1.47 -1.20
O -2.54 -2.40 -1.30
N -1.54 -0.53 -2.16
C -2.15 -0.39 -3.41
C -1.69 0.63 -4.24
C -2.25 0.84 -5.50
C -3.28 0.00 -5.93
C -3.73 -1.01 -5.10
C -3.18 -1.22 -3.85
H -3.54 -2.01 -3.22
H -4.53 -1.66 -5.44
H -3.73 0.14 -6.90
C -1.70 1.96 -6.31
O -0.83 2.68 -5.86
C -2.26 2.14 -7.69
H -1.75 2.97 -8.17
H -3.32 2.36 -7.64
H -2.11 1.24 -8.28
H -0.90 1.28 -3.92
H -0.81 0.15 -1.98
H -1.04 0.87 0.08
H 0.03 2.15 1.83
H 2.11 -0.31 5.91
H 2.04 1.47 5.73
H 4.12 -0.37 4.43
H 4.04 1.41 4.27
H 4.99 -1.25 6.38
H 3.82 -0.50 7.49
H 5.55 -0.11 7.63
*
```

Its structure (SMILES) is COCCn1c(=O)[nH]c2cc(C(=O)Nc3cccc(C(C)=O)c3)ccc2c1=O. The calculation puts the energy above the lowest of the compared OMol25 structures with the same formula, charge and spin at 0.000 eV. Its HOMO energy is -9.08 eV. The value obtained for the LUMO energy is -0.0149 hartree. As for the frontier orbital gap: 8.67 eV. Its calculated total energy is -1314.090053 a.u.

Population analysis type Löwdin, resulting atomic charges in e: C -0.105; O -0.177; C -0.201; C -0.097; N 0.073; C -0.467; O 0.101; N 0.176; C -0.165; C 0.041; C -0.120; C -0.001; C 0.021; C -0.056; C -0.360; O 0.101; H 0.126; H 0.121; C -0.414; O 0.093; N 0.138; C -0.198; C 0.045; C -0.156; C -0.035; C -0.059; C 0.004; H 0.102; H 0.108; H 0.105; C -0.403; O 0.084; C -0.016; H 0.085; H 0.089; H 0.089; H 0.123; H 0.137; H 0.123; H 0.167; H 0.123; H 0.134; H 0.125; H 0.132; H 0.093; H 0.085; H 0.089

=====

The following is a DFT calculation (the ωB97M-V functional and the def2-TZVPD basis) of a 2-piece molecular cluster, C12H17N2O5 overall.

The geometry in ORCA input format:
```
! RIJCOSX wB97M-V def2-TZVPD def2/J DEFGRID3
* xyz -1 1
C 0.49 -1.30 -4.25
C 0.35 -1.32 -2.70
O -0.88 -0.67 -2.37
C 1.62 -0.64 -2.10
N 1.59 -0.25 -0.70
C 2.64 0.76 -0.61
C 3.09 1.09 0.81
O 2.19 2.00 1.51
C 2.08 3.26 0.99
O 3.01 3.98 0.61
H 1.54 -1.38 -4.56
H 0.10 -0.33 -4.61
H -0.12 -2.08 -4.73
H 0.34 -2.38 -2.38
H -1.38 -1.28 -1.82
H 2.43 -1.40 -2.26
H 1.83 0.25 -2.74
H 2.33 1.70 -1.14
H 3.57 0.41 -1.14
H 3.11 0.17 1.42
H 4.09 1.56 0.80
H 1.03 3.61 0.96
C -1.46 0.31 3.62
C -2.82 0.08 3.82
C -3.59 -0.44 2.79
C -2.98 -0.73 1.58
C -1.63 -0.50 1.36
C -0.87 0.02 2.39
N -3.78 -1.31 0.51
O -4.97 -1.49 0.70
O -3.20 -1.59 -0.51
H -0.86 0.71 4.42
H -3.27 0.31 4.77
H -4.64 -0.62 2.93
H -1.15 -0.71 0.41
H 0.18 0.20 2.23
*
```

Its HOMO energy is -1.91 eV. The value obtained for the LUMO energy is 0.0734 hartree. As for the frontier orbital gap: 3.91 eV. Its calculated total energy is -953.037107 a.u.

Population analysis type Löwdin, resulting atomic charges in e: C -0.086; C -0.435; O -0.066; C -0.362; N -0.151; C -0.382; C -0.183; O -0.088; C -0.317; O 0.010; H 0.065; H 0.074; H 0.059; H 0.129; H 0.037; H 0.095; H 0.095; H 0.098; H 0.095; H 0.112; H 0.106; H 0.138; C -0.074; C -0.087; C -0.022; C -0.147; C 0.026; C -0.042; N -0.355; O 0.064; O 0.081; H 0.102; H 0.098; H 0.110; H 0.105; H 0.099